(1)
The following is a quantum chemistry calculation of a 3-piece molecular cluster, C5H10O2 overall, from OMol25.

Last column: Mulliken charge in e.
Geometry (Å):
H -1.15995 -0.16971 2.13535  -0.041
C 0.63350 -0.70623 0.95232  -0.799
H 0.51340 1.41166 0.85511  0.345
O -0.73623 -2.39832 -0.05634  -0.442
H -0.56317 -0.60823 2.53448  0.191
O -1.35104 0.52085 0.75243  -0.688
H 1.71333 -0.65379 1.11005  0.379
C -0.16714 1.55314 -1.74432  -1.230
H -0.23678 -0.58779 -1.37196  0.373
H -1.23311 1.69742 -1.55350  0.316
H -0.00012 1.43847 -2.82256  0.372
C -0.06204 0.50724 0.56655  0.624
H 0.49335 -2.81102 1.49281  0.384
C 0.31246 0.29135 -1.03616  -0.594
H 1.38602 0.15156 -1.19094  0.402
C 0.07627 -2.07381 0.77888  0.085
H 0.38123 2.43721 -1.40220  0.325

As for the HOMO-LUMO gap (spin up / spin down): 7.9810 / 7.9843 eV. The value obtained for the relative energy (zero: lowest compared OMol25 entry of this formula, charge and spin) is 143.78 kcal/mol. For the total energy, the calculation gives -346.79631 Ha.

---

(2)
The following is a quantum chemistry calculation of C5H10O2 as an isolated structure, from OMol25.

Last column: Mulliken charge in e.
Geometry (Å):
O -0.47702 -0.09720 1.18364  -0.420
O 0.35208 2.13011 -1.50515  -0.484
H -1.90065 -1.56324 0.75458  0.287
C 0.13599 -0.88871 -1.07327  -1.007
H 0.52448 -0.50052 -2.01976  0.376
H -2.28681 -0.37864 2.02468  0.260
H -0.88382 -1.30197 -1.22370  0.416
C 0.00310 1.61139 -0.47419  -0.115
H -0.55767 2.13561 0.32213  0.372
H 1.81932 0.85149 1.28998  0.347
H 1.23405 -1.66083 -0.59393  0.049
C -1.82310 -0.50654 1.04293  -0.781
H 2.03822 -1.11395 0.11294  0.148
H -2.37061 0.10294 0.30887  0.357
H 2.25581 0.74856 -0.48197  0.448
C 1.68878 0.29648 0.33538  -1.279
C 0.24785 0.13503 -0.00315  1.027

As for the HOMO-LUMO gap: 10.2330 eV. The value obtained for the relative energy (zero: lowest compared OMol25 entry of this formula, charge and spin) is 115.39 kcal/mol. For the total energy, the calculation gives -346.84154 Ha.

---

(3)
The following is a quantum chemistry calculation of a 2-piece molecular cluster, C5H10O2 overall, from OMol25.

Last column: Mulliken charge in e.
Geometry (Å):
H -1.30548 0.71888 -0.45198  0.305
H 0.26689 2.04824 0.79587  0.284
C -0.55347 2.41271 0.16306  -0.603
H -0.84674 0.08418 1.78348  0.441
H 1.64323 -1.47889 0.92471  0.316
C 0.64093 -1.41525 0.48454  -0.152
H -0.94883 -3.04316 1.45427  0.384
H -0.22725 3.32816 -0.33329  0.251
O -0.88485 1.48795 -0.86096  -0.572
C 0.67879 -1.30166 -1.03111  -0.512
H 1.21467 -2.16495 -1.44676  0.331
H 0.73675 0.58853 -1.37404  0.372
O 1.35973 -0.15162 -1.47689  -0.554
H -1.42017 2.65034 0.79357  0.313
C -0.46220 -0.80906 1.31144  -0.473
H -0.35575 -1.34317 -1.41934  0.323
C -0.49793 -2.09741 1.19200  -0.455

As for the HOMO-LUMO gap: 10.2419 eV. The value obtained for the relative energy (zero: lowest compared OMol25 entry of this formula, charge and spin) is 97.45 kcal/mol. For the total energy, the calculation gives -346.87014 Ha. The SMILES is OCC1C=C1.CO.